[1]
The following is a DFT calculation (ωB97M-V/def2-TZVPD) of a structure of composition C46H46Cl68N2O6S2 at a distorted geometry.

Its net charge is 0.

Positions of all 170 atoms, in Å:
Cl: -4.5322 5.2355 -3.2410
Cl: -3.4373 5.7860 1.3380
Cl: -4.3551 4.7482 -6.0840
Cl: 13.1974 10.9321 0.1813
Cl: -3.3042 -7.6960 9.3850
Cl: 0.2189 3.4377 1.6949
Cl: 2.1799 -9.2151 3.3480
Cl: 10.7237 3.7822 3.2278
Cl: -0.6573 -8.7552 3.7211
Cl: 3.6461 -4.7818 1.1403
Cl: 3.6533 9.7167 3.9032
Cl: 8.5600 7.3972 -0.2538
Cl: 3.5552 11.7058 1.8229
Cl: -0.5644 -11.8718 -0.7902
Cl: -6.9747 8.2735 3.9034
Cl: 4.1023 -6.5711 3.2980
Cl: 11.7988 5.9303 1.6456
Cl: 0.2423 7.4487 0.1672
Cl: 12.6637 3.2206 1.1715
Cl: -0.5471 1.4999 3.6910
Cl: 6.8903 5.2413 0.6866
Cl: 2.4040 5.5982 -0.2969
Cl: 9.6463 11.7993 6.5518
Cl: 12.1295 8.5459 -4.7201
Cl: -3.1114 8.6574 1.3597
Cl: 2.9581 8.3088 0.5282
Cl: -9.1080 -6.3276 7.3134
Cl: -4.1193 -10.0621 2.6088
Cl: -7.1989 7.9674 6.7616
Cl: -4.1635 -11.9962 4.7438
Cl: 5.3891 12.0253 4.0273
Cl: 7.6818 5.3474 -2.0872
Cl: -6.2183 3.2584 -4.4629
Cl: -10.3173 -6.2090 4.6992
Cl: -2.2747 2.0155 1.4342
Cl: 10.4548 7.8400 -6.9576
Cl: 6.1556 -4.6608 2.5736
Cl: -5.7423 7.5161 1.4150
Cl: 0.7117 -13.3376 1.3373
Cl: -6.1324 -7.2974 9.7577
Cl: 0.8958 -6.9269 2.1140
Cl: 11.6629 8.4964 0.3567
Cl: 11.0661 10.1704 4.6433
Cl: -7.9613 -4.6486 5.2743
Cl: -5.1078 -8.0793 7.1711
Cl: 10.1473 10.4036 -5.6748
Cl: -5.9884 -9.7563 4.7819
Cl: -2.1628 -13.2588 1.1597
Cl: 3.7224 -3.7682 3.8383
Cl: -3.1331 -9.3561 5.2097
Cl: 10.9155 10.5090 -1.5386
Cl: 10.5319 10.9869 1.2772
Cl: 13.4663 4.5926 3.5755
Cl: -1.9622 4.0025 3.4909
Cl: -7.0812 10.6006 5.5983
Cl: -3.4075 2.7537 -4.2263
Cl: 8.3417 10.9691 4.1208
Cl: -4.6121 -5.4267 8.1760
Cl: 5.8382 9.9680 2.0516
Cl: 0.3225 -9.5854 1.1696
Cl: -0.6377 -14.7520 -0.7808
Cl: -9.4343 8.9744 5.2459
Cl: 10.4580 12.9177 4.0213
Cl: -4.1613 7.3386 -0.9859
Cl: -7.7634 -7.5104 5.0572
Cl: 5.8178 7.2915 -1.0350
Cl: 1.9583 7.7910 -2.1185
Cl: 9.3356 8.0007 -4.3043
S: 1.8426 -3.3188 -1.6099
S: 2.7962 -4.6298 -3.9351
O: -0.9507 -7.9768 0.1508
O: -2.9642 -2.2477 -1.8546
O: -3.4268 -8.2226 -1.8841
O: -1.7144 -7.0142 -4.1088
O: -1.6665 -5.3311 1.3976
O: -1.4771 -1.2115 2.3101
N: -2.0141 -7.9533 -1.9475
N: 1.8778 -2.2039 -4.2089
C: 2.9413 2.0797 -3.8123
C: -7.8755 0.9947 -0.8890
C: 0.5145 -0.9613 -1.0334
C: -1.5284 -7.3530 -0.7219
C: -0.4411 -3.1357 -3.9147
C: -1.1406 2.7366 2.5754
C: 2.5369 -0.9441 -3.8788
C: -4.6164 4.0041 -4.5062
C: 0.6880 -8.6187 2.5891
C: -2.4345 -2.6435 0.7314
C: -6.3374 -0.6195 -1.9643
C: 2.1771 -3.2791 -3.3418
C: 0.4292 -2.0502 -4.4808
C: -8.7910 -6.1742 5.5864
C: 9.8776 11.4624 4.8349
C: -1.9368 -6.8715 -2.9212
C: -2.3270 -3.7677 -0.2418
C: -1.9582 -4.9948 0.1025
C: -4.1056 7.3209 0.7814
C: 2.5203 -0.0334 -5.0840
C: 1.8387 -1.6665 -0.8843
C: -7.6742 8.9543 5.3787
C: -1.2992 -2.4753 1.6742
C: -2.4841 -4.4242 -2.4763
C: -2.7304 -4.0965 -3.9076
C: 3.4511 1.1279 -4.8668
C: -1.8387 -2.9949 -4.4452
C: -4.9524 -1.0096 -2.4849
C: 10.5175 8.6967 -5.4172
C: -6.3920 0.5765 -1.0371
C: -0.6623 -13.3066 0.2304
C: 1.8913 7.2817 -0.4292
C: 7.2371 6.3104 -0.6760
C: -5.8804 0.2799 0.3519
C: -1.8839 -5.9114 -0.8285
C: -4.0592 0.1737 -2.7354
C: 11.5804 10.2404 0.0699
C: 0.4954 0.3846 -0.3674
C: 4.6087 10.8596 2.9577
C: -2.1312 -5.6361 -2.1080
C: 4.4216 -4.9427 2.7149
C: -4.3468 -10.2903 4.3403
C: -4.7921 -7.1267 8.6206
C: 12.1651 4.3781 2.4052
C: -2.5867 -3.5104 -1.5176
C: -4.3595 -2.0311 -1.5634
H: -0.4798 -2.9934 -2.8573
H: -4.8318 0.0335 0.3610
H: 0.5944 0.3426 0.7013
H: -7.0197 -0.4896 -2.7767
H: -3.7975 -7.7849 -1.1054
H: -4.5360 -1.7795 -0.5342
H: -6.4225 -0.5331 0.7961
H: -1.7730 -3.1564 -5.5059
H: -8.0167 2.0429 -1.0644
H: 2.0042 -0.4128 -3.1127
H: -2.4164 -1.7615 0.1218
H: 0.1044 -1.0988 -4.0812
H: -0.1057 -4.1203 -4.1865
H: -3.3826 -2.6591 1.2413
H: 2.6674 -1.0612 -1.1939
H: -2.2379 -2.0137 -4.2756
H: -0.4154 0.8865 -0.6297
H: 1.8725 2.0337 -3.7222
H: 3.2283 3.0874 -4.0198
H: 2.7528 -0.5819 -5.9773
H: -6.0088 1.1402 0.9822
H: 0.2658 -0.8226 -2.0655
H: -8.4850 0.4044 -1.5440
H: 1.5336 0.3855 -5.1369
H: -1.2281 -3.2405 2.4225
H: 1.2813 0.9908 -0.7834
H: -4.6302 0.8980 -3.2704
H: -0.7206 -5.2220 1.5121
H: 3.5530 -1.1458 -3.5888
H: -2.6517 -4.9615 -4.5230
H: -6.7037 -1.4627 -1.3945
H: -3.7437 -3.7279 -3.9785
H: 3.3643 1.8379 -2.8504
H: -5.8510 1.4317 -1.4032
H: 3.4948 1.6761 -5.7901
H: -0.3523 -2.4342 1.1594
H: -0.2376 -1.6287 -0.6505
H: -3.2280 -0.1037 -3.3517
H: -5.1153 -1.5027 -3.4268
H: 1.9597 -1.8441 0.1685
H: -3.7194 0.6567 -1.8341
H: -1.4219 -1.3234 3.2558
H: -8.1953 0.7935 0.1156
H: 0.2719 -1.9911 -5.5421
H: -4.8589 -2.9696 -1.7352
H: 4.4446 0.7927 -4.6262

Atoms 1-2, force components in eV/Å:
0.1 -0.2 -0.1
-0.1 0.2 -0.1

---

[2]
The following is a DFT calculation (ωB97M-V/def2-TZVPD) of a structure of composition C46H47BiN3O2P2S4 at a distorted geometry.

As for the energy above the lowest of the compared OMol25 structures with the same formula, charge and spin: 21.5 kcal per mole. Its net charge is +3.

Positions of all 105 atoms, in Å:
Bi: 0.4319 0.6154 0.6439
S: 0.0511 1.4342 3.4011
S: -1.9336 1.1199 -0.8802
S: 2.2002 -1.0852 2.2676
S: 2.9348 2.1097 1.4976
P: -1.2332 -1.5247 0.8188
P: 0.6975 -0.2727 -1.9943
O: 0.9215 2.9127 -0.6081
O: -2.9617 2.0612 -0.4563
N: -1.1357 5.1178 1.1489
N: -0.7332 2.9372 0.9216
N: -2.5353 3.6037 2.2811
C: -4.0253 -1.1067 3.7440
C: 0.3879 -0.1569 4.2524
C: 0.6126 -1.5884 -3.2856
C: 0.1312 3.5400 0.0894
C: -2.7894 -0.4309 -1.2877
C: 1.7481 -0.7781 4.0308
C: 2.4650 0.1683 -1.9334
C: -2.3271 -1.8752 2.2323
C: 4.3799 1.5818 -2.2272
C: 1.4645 2.4920 3.9328
C: -0.2301 -3.0194 0.5896
C: -4.5102 -1.6523 -2.4126
C: -1.9688 2.6028 -3.2362
C: -0.0424 5.0400 0.2080
C: -0.1375 1.0536 -2.9279
C: 4.0920 1.0569 2.4682
C: 1.6611 -2.9634 -4.9493
C: -3.0730 -0.8311 2.7778
C: 5.1993 0.5906 -1.7112
C: -3.4714 -3.4464 3.6386
C: 2.2265 3.1690 2.8131
C: -2.4738 -1.5500 -0.5234
C: -1.3241 1.6301 -2.4940
C: 0.7686 -4.6619 -0.8494
C: -3.7998 -0.4747 -2.2339
C: -1.5243 3.8871 1.4723
C: 0.3782 1.4264 -4.1667
C: -3.2057 -2.7235 -0.7036
C: 0.3957 -3.6024 1.6907
C: -4.2194 -2.7702 -1.6430
C: 3.0142 1.3755 -2.3442
C: -1.6695 6.3529 1.6718
C: -0.0447 -3.5554 -0.6808
C: 1.1638 -4.7388 1.5221
C: 0.4273 -3.4886 -5.2981
C: -4.2187 -2.4114 4.1763
C: 3.9094 -0.4235 2.2021
C: 1.3622 -5.2597 0.2511
C: -1.4244 2.9929 -4.4509
C: 3.2864 -0.8207 -1.3834
C: -0.2574 2.4034 -4.9144
C: 1.7593 -2.0185 -3.9400
C: -2.5346 -3.1862 2.6551
C: -0.7204 -3.0488 -4.6548
C: -0.6333 -2.0970 -3.6539
C: 4.6500 -0.6116 -1.2859
H: -1.6857 -3.4435 -4.9375
H: 0.2503 -3.1850 2.6767
H: 0.2361 0.0178 5.3191
H: -1.1686 7.1853 1.1851
H: 4.2305 -0.6652 1.1892
H: -4.9611 -2.6261 4.9280
H: 1.0318 3.2627 4.5725
H: 2.3898 2.1482 -2.7605
H: -0.2985 5.5140 -0.7442
H: 4.5008 -1.0067 2.9103
H: 1.5795 3.8501 2.2656
H: 2.5541 -3.2835 -5.4649
H: -0.4132 -0.8041 3.8918
H: -1.9757 -3.9998 2.2196
H: -3.1969 4.3284 2.5118
H: -2.9140 0.1817 2.4249
H: -1.5350 -1.7415 -3.1759
H: 3.0545 3.7393 3.2367
H: 2.7258 -1.6107 -3.6875
H: -2.9891 -3.5896 -0.0970
H: 5.2906 -1.3889 -0.8927
H: -1.4917 6.4148 2.7471
H: 5.1007 1.3300 2.1543
H: -0.5548 -3.1257 -1.5281
H: -4.7952 -3.6747 -1.7608
H: -2.8968 2.6644 2.2582
H: 6.2651 0.7454 -1.6466
H: -4.6311 -0.3151 4.1580
H: -2.8802 3.0417 -2.8571
H: 1.9734 -6.1384 0.1227
H: 2.8507 -1.7659 -1.0728
H: 1.7657 -1.7527 4.5186
H: 2.5461 -0.1812 4.4621
H: -5.3037 -1.6943 -3.1415
H: -4.0371 0.4042 -2.8155
H: 0.1611 2.7019 -5.8627
H: 2.1037 1.8681 4.5493
H: 1.2694 0.9416 -4.5387
H: 0.9293 -5.0563 -1.8421
H: 3.9887 1.3204 3.5181
H: 4.8078 2.5135 -2.5556
H: -3.6234 -4.4617 3.9708
H: 0.8743 5.5043 0.5851
H: 0.3578 -4.2331 -6.0761
H: -2.7390 6.4405 1.4789
H: -1.9166 3.7492 -5.0422
H: 1.6077 -5.2243 2.3768

Atoms 1-2, force components in eV/Å:
0.4 0.6 0.5
0.3 -0.5 0.4

---

[3]
The following is a DFT calculation (ωB97M-V/def2-TZVPD) of a structure of composition C46H47KNOPTe at a distorted geometry.

Its expectation value of S² is 0.759. The spin multiplicity is 2. As for the energy above the lowest of the compared OMol25 structures with the same formula, charge and spin: 0.0 kcal per mole. Its net charge is -1.

Positions of all 98 atoms, in Å:
Te: 3.0939 1.7162 0.3252
K: -1.9912 1.1668 0.6244
P: -4.0017 -2.1907 0.1843
O: 0.3049 2.1614 -0.0956
N: 0.3137 2.5427 2.1348
C: -5.2084 -4.3017 -1.8814
C: 0.5081 5.1532 1.9425
C: 5.9533 0.5115 0.0313
C: -2.9697 -1.5641 2.5004
C: 5.0396 1.0264 0.9557
C: -1.0343 -1.4172 -0.7201
C: 0.2583 2.9213 0.9483
C: -1.8223 -0.6149 -2.9614
C: -3.5381 -1.3467 -1.3695
C: -5.0455 0.9706 0.5943
C: 1.9760 -2.3305 -2.0743
C: 4.5843 1.7269 3.3649
C: -3.0163 0.5455 3.6417
C: 2.0497 0.1208 -2.0215
C: -2.7939 -0.4273 -3.8941
C: 0.2972 4.4255 0.7615
C: 5.6035 0.3606 -1.4782
C: 7.2486 0.1965 0.4003
C: -3.8372 -1.0743 1.4925
C: 1.8331 1.3842 -2.7785
C: 1.7522 -1.1221 -2.6397
C: -7.4540 -4.1289 -0.8453
C: -5.7960 -2.5406 -0.0574
C: -8.1131 -2.2657 0.5411
C: -2.6064 -0.7926 3.6178
C: -6.1613 -3.6428 -0.8970
C: 0.8909 7.1261 0.6879
C: -6.8078 -1.9115 0.6712
C: -8.4106 -3.4520 -0.0854
C: 0.8268 6.4801 1.9153
C: 5.4399 1.0677 2.2989
C: 2.5786 -2.3894 -0.8465
C: -4.3463 0.3381 1.5581
C: 2.7918 -1.2226 -0.0878
C: 1.6365 -3.5764 -2.7918
C: 3.1968 -1.3603 1.3400
C: 9.0347 -0.2415 2.2258
C: 0.6398 6.4292 -0.5182
C: 6.6911 0.5950 2.6868
C: 0.3243 5.0588 -0.4651
C: -4.5190 -1.2106 -2.3890
C: 2.5824 -0.0131 -0.7355
C: -2.1694 -1.0674 -1.6586
C: -4.1281 -0.6811 -3.5945
C: 7.6459 0.1348 1.7484
C: -3.8300 1.0843 2.7044
H: -8.9178 -1.8530 1.1058
H: -2.6349 1.2230 4.4152
H: -4.1601 2.0871 2.6754
H: -1.2091 -1.3218 0.3627
H: -0.8087 -0.5469 -3.2546
H: 5.1723 -0.6268 -1.6482
H: 9.2863 0.1217 3.2606
H: -2.6191 -2.5613 2.3430
H: 9.0971 -1.3106 2.2488
H: 2.7874 -3.3686 -0.5235
H: 4.8374 1.0714 -1.7088
H: 0.6467 6.9591 -1.4463
H: -9.4550 -3.8271 -0.0589
H: 0.1303 4.5180 -1.3756
H: 2.1522 -3.7303 -3.7411
H: 1.3131 2.1059 -2.1293
H: -0.8071 -2.4507 -0.9137
H: -5.0979 -3.6186 -2.7158
H: -7.7106 -5.0942 -1.3226
H: 2.7420 -0.6225 1.9931
H: 1.1839 -1.0969 -3.5553
H: -5.5148 -5.2149 -2.4007
H: 4.8510 2.8059 3.4517
H: 4.7724 1.2225 4.3211
H: -4.2310 -4.4471 -1.4937
H: 9.8000 0.1178 1.5983
H: 1.3688 1.1790 -3.7610
H: -2.5682 -0.0248 -4.8805
H: 6.9320 0.5400 3.7584
H: 0.6088 -3.5945 -3.1108
H: -5.4392 0.5287 -0.2654
H: -0.1239 -0.8627 -1.0192
H: 6.4442 0.4640 -2.1648
H: 1.0947 8.1287 0.6514
H: -2.0196 -1.2035 4.4187
H: -5.4385 1.9659 0.7429
H: 2.8480 1.7913 -3.0192
H: -4.8997 -0.5467 -4.3067
H: 4.2387 -1.2641 1.4375
H: 1.0431 7.1025 2.7373
H: 2.9581 -2.3874 1.6652
H: -5.5435 -1.4186 -2.1645
H: -6.4887 -1.0013 1.2976
H: 1.7859 -4.4543 -2.1279
H: 8.0247 -0.1494 -0.3165
H: 3.5708 1.7092 3.0592
H: 0.5020 4.5986 2.8701

Atoms 1-2, force components in eV/Å:
0.4 0.5 0.4
0.6 0.1 -0.3

---

Frontier orbital gap per entry: 7.866 7.447 5.743 eV
Lowest unoccupied orbital energy per entry: -0.422 -8.067 2.284 eV